# C58H114F12N8O14S4Y

A molecular structure, C58H114F12N8O14S4Y at a distorted geometry (wB97M-V/def2-TZVPD, OMol25).

As for the total charge: +1. The value obtained for the energy above the lowest of the compared OMol25 structures with the same formula, charge and spin is 0.0 kcal/mol. As for the multiplicity: 1.

Last column: Löwdin charge in e.
Cartesian coordinates (Å):
Y -11.86336 22.52051 -7.38531  1.851
C -12.09184 25.44271 -10.75598  -0.665
F -11.27550 26.28937 -10.19173  0.180
F -13.33081 25.58366 -10.29730  0.149
F -12.16594 25.52037 -12.04845  0.211
S -11.62430 23.61805 -10.34516  0.724
O -12.78820 23.04221 -9.64709  -0.403
O -11.25807 22.91133 -11.53046  -0.197
N -10.66935 23.71830 -8.90575  -0.430
S -9.17882 23.85042 -9.54859  0.594
O -8.60570 22.53288 -9.59405  -0.249
O -9.11988 24.61067 -10.76666  -0.250
C -8.19502 24.94864 -8.38934  -0.650
F -6.97292 25.15058 -8.83755  0.177
F -8.73663 26.14617 -8.22453  0.138
F -8.08149 24.22477 -7.25141  0.102
C -13.67775 18.72356 -5.78276  -0.620
F -14.27751 18.72235 -4.59742  0.181
F -12.36733 18.69168 -5.64924  0.165
F -14.14340 17.73165 -6.48577  0.190
S -14.09855 20.52305 -6.60630  0.687
O -15.52494 20.67192 -6.56517  -0.226
O -13.50629 21.52425 -5.70674  -0.404
N -13.17703 20.76704 -8.09044  -0.402
S -14.26515 19.99545 -9.04708  0.601
O -14.60317 18.64683 -8.66371  -0.247
O -15.34482 20.84610 -9.40721  -0.236
C -13.17179 19.63168 -10.59077  -0.626
F -13.29943 20.69180 -11.41291  0.109
F -11.88353 19.47602 -10.26861  0.134
F -13.59212 18.59172 -11.27699  0.187
C -6.91553 27.61577 -1.58627  -0.030
C -7.33445 26.50392 -2.54299  -0.511
C -8.65719 26.89827 -3.19352  -0.166
C -8.51983 27.95864 -4.26971  -0.185
C -7.47607 27.56100 -5.31305  -0.104
C -6.14585 26.94840 -4.74889  -0.463
N -6.37071 26.10742 -3.56111  -0.130
O -5.24856 25.46918 -3.05722  0.001
C -5.46678 26.07835 -5.79812  -0.038
C -5.20180 28.13332 -4.38326  -0.023
C -7.69639 25.26764 -1.68902  -0.041
H -6.75304 28.62365 -1.96403  0.068
H -5.88800 27.35004 -1.29433  0.093
H -7.42014 27.57936 -0.62201  0.089
H -9.12450 26.07011 -3.74498  0.114
H -9.33195 27.18647 -2.38671  0.123
H -8.21780 28.88780 -3.76527  0.107
H -9.51531 28.30740 -4.56188  0.101
H -7.18642 28.49155 -5.80773  0.111
H -7.86624 26.94988 -6.12841  0.085
H -6.02110 25.15023 -5.98014  0.074
H -5.38489 26.46774 -6.81534  0.074
H -4.46966 25.76930 -5.48222  0.087
H -5.67607 28.89599 -3.76670  0.068
H -4.32568 27.72023 -3.87983  0.085
H -4.79199 28.69871 -5.22540  0.084
H -7.45576 24.36252 -2.26453  0.078
H -8.75278 25.17224 -1.44782  0.077
H -7.06528 24.99751 -0.83811  0.086
H -5.13351 24.65330 -3.55855  0.107
C -6.99661 21.05098 -15.96486  -0.024
C -6.26316 20.90111 -14.59928  -0.489
C -6.05065 22.39560 -14.15313  -0.134
C -7.25182 22.98467 -13.40806  -0.167
C -7.78523 22.04997 -12.33548  -0.167
C -8.07814 20.62782 -12.82122  -0.485
N -6.90153 20.13249 -13.52891  -0.104
O -6.99101 18.76453 -13.83404  -0.007
C -8.23471 19.81381 -11.49536  -0.025
C -9.42892 20.51707 -13.54188  -0.019
C -4.85253 20.35879 -14.78467  -0.047
H -7.71560 21.85576 -16.08282  0.075
H -7.44108 20.09898 -16.28007  0.075
H -6.17360 21.14811 -16.67621  0.084
H -5.19145 22.33390 -13.48010  0.104
H -5.82977 22.99647 -15.03232  0.120
H -8.07529 23.05142 -14.13270  0.105
H -7.09478 23.99088 -13.01977  0.111
H -8.72765 22.50136 -12.04002  0.072
H -7.06269 22.15325 -11.52467  0.116
H -7.35256 20.00237 -10.88670  0.087
H -9.21647 19.98315 -11.06128  0.062
H -8.16784 18.74983 -11.73856  0.077
H -9.55613 19.45592 -13.78202  0.085
H -10.30689 20.70808 -12.92090  0.062
H -9.55792 21.13609 -14.43111  0.079
H -4.39571 20.16262 -13.81166  0.093
H -4.18517 21.18615 -15.06325  0.079
H -4.62199 19.59198 -15.52214  0.086
H -7.49436 18.70054 -14.66364  0.092
C -16.67544 21.92940 -14.61858  -0.032
C -16.35502 22.77942 -13.39235  -0.498
C -14.95163 23.35379 -13.49049  -0.136
C -14.78415 24.65479 -14.29505  -0.146
C -15.88939 25.69150 -13.86144  -0.112
C -17.34111 25.09080 -13.90241  -0.513
N -17.33903 23.84450 -13.16090  -0.096
O -18.62633 23.29649 -13.00556  -0.018
C -18.26530 26.12678 -13.22864  -0.033
C -17.71496 24.95356 -15.37437  -0.031
C -16.38854 21.83145 -12.18611  -0.046
H -16.35861 20.89066 -14.70735  0.088
H -16.27737 22.37567 -15.53860  0.071
H -17.74720 21.96650 -14.82691  0.087
H -14.53657 23.56236 -12.49740  0.101
H -14.31371 22.57081 -13.90799  0.127
H -14.91773 24.43230 -15.35453  0.103
H -13.81140 25.10690 -14.15293  0.089
H -15.88291 26.50206 -14.58955  0.110
H -15.67775 26.11170 -12.87685  0.102
H -18.31470 27.12008 -13.67361  0.088
H -19.23753 25.63355 -13.19902  0.077
H -17.97649 26.36993 -12.20119  0.073
H -18.77985 24.73847 -15.50215  0.091
H -17.58111 25.84440 -15.99187  0.089
H -17.15212 24.15256 -15.84864  0.060
H -17.38956 21.41960 -12.00575  0.088
H -16.16094 22.22183 -11.19391  0.059
H -15.86254 20.88241 -12.30752  0.078
H -18.87067 23.39253 -12.07925  0.108
C -11.80009 26.29272 -6.96150  -0.058
C -13.27233 26.37879 -6.62814  -0.476
C -13.80807 27.49112 -7.56860  -0.134
C -15.30873 27.61301 -7.73973  -0.164
C -15.84846 26.31283 -8.23341  -0.120
C -15.37619 25.11884 -7.36325  -0.475
N -13.93185 25.12530 -7.08158  -0.060
O -13.47119 24.06789 -6.23408  -0.138
C -16.23480 25.02620 -6.09827  -0.001
C -15.59228 23.84782 -8.21644  -0.026
C -13.43180 26.78603 -5.14535  -0.006
H -11.44967 25.93545 -7.92950  0.038
H -11.25643 25.57465 -6.31891  0.077
H -11.29835 27.24224 -6.76969  0.103
H -13.46560 28.49215 -7.29641  0.137
H -13.35476 27.24733 -8.53337  0.105
H -15.38012 28.44214 -8.44570  0.128
H -15.67811 27.94526 -6.76521  0.116
H -15.67206 26.13701 -9.29644  0.116
H -16.93744 26.21784 -8.19654  0.130
H -15.95965 24.24702 -5.38601  0.090
H -15.99194 25.94933 -5.55049  0.077
H -17.30427 25.11004 -6.26559  0.101
H -16.63974 23.59652 -8.40142  0.109
H -15.17583 23.97252 -9.21763  0.068
H -15.19118 22.92721 -7.79435  0.040
H -14.23848 27.51129 -5.01237  0.086
H -12.58159 27.38798 -4.81331  0.088
H -13.54038 26.05561 -4.33790  0.087
H -13.80450 24.38806 -5.37284  0.108
C -2.25102 26.79099 -14.09048  -0.038
C -2.23429 25.87783 -12.84072  -0.497
C -0.79688 25.60615 -12.46238  -0.156
C -0.63240 24.86401 -11.13547  -0.153
C -1.31077 25.80983 -10.13145  -0.151
C -2.82116 26.11080 -10.36016  -0.492
N -2.99206 26.52412 -11.74923  -0.101
O -4.33474 26.81724 -12.10071  -0.011
C -3.60651 24.82246 -10.07261  -0.029
C -3.14964 27.10967 -9.24016  -0.021
C -2.93440 24.58396 -13.30212  -0.048
H -3.25180 27.10495 -14.38251  0.079
H -1.59208 26.49789 -14.90241  0.088
H -1.84203 27.74388 -13.72354  0.085
H -0.35201 25.02889 -13.28103  0.126
H -0.15650 26.49326 -12.48281  0.122
H 0.37070 24.62862 -10.78656  0.113
H -1.17130 23.91559 -11.21007  0.099
H -0.80791 26.77568 -10.27803  0.114
H -1.02452 25.64302 -9.09020  0.121
H -3.49622 24.09401 -10.87271  0.063
H -3.30838 24.34645 -9.13376  0.088
H -4.66921 25.01709 -9.89693  0.064
H -3.32526 26.52903 -8.33191  0.069
H -2.31006 27.75974 -8.99979  0.084
H -4.09350 27.62615 -9.42909  0.063
H -2.96202 24.47965 -14.38789  0.081
H -3.99932 24.64359 -13.05013  0.067
H -2.68092 23.60745 -12.88044  0.074
H -4.28302 27.77957 -12.11884  0.102
C -6.45854 29.64179 -9.48165  -0.024
C -7.85265 29.92889 -10.03219  -0.498
C -8.72642 30.70082 -9.04800  -0.144
C -8.47951 32.21681 -8.97249  -0.165
C -8.63087 32.72169 -10.39270  -0.138
C -7.71694 32.03053 -11.44126  -0.500
N -7.76333 30.57386 -11.33126  -0.123
O -7.00009 29.91836 -12.30702  0.008
C -8.32346 32.44950 -12.78799  -0.056
C -6.28487 32.58276 -11.42262  -0.035
C -8.55181 28.54704 -10.20340  -0.038
H -6.45639 29.02287 -8.57774  0.076
H -5.87726 30.55542 -9.35052  0.081
H -5.85285 28.99860 -10.12847  0.062
H -9.77765 30.57003 -9.33431  0.117
H -8.77586 30.28697 -8.03600  0.115
H -7.52425 32.41862 -8.48567  0.111
H -9.24784 32.67167 -8.34422  0.111
H -8.34037 33.77525 -10.45565  0.121
H -9.66335 32.70021 -10.74060  0.119
H -8.49333 33.52675 -12.87721  0.086
H -7.76266 32.14421 -13.67151  0.082
H -9.35702 32.10932 -12.92335  0.083
H -5.87422 32.65981 -10.39913  0.072
H -5.44627 32.12462 -11.93826  0.085
H -6.33140 33.67461 -11.51286  0.085
H -7.94696 27.87534 -10.82015  0.084
H -9.48521 28.60782 -10.77096  0.083
H -8.74275 28.06431 -9.25157  0.053
H -7.68803 29.56164 -12.88160  0.112